No. 1
{"formula": "C3H8N2O2", "method": "wB97M-V/def2-TZVPD", "max_force_ev_per_a": 0.9, "energy_ev": -10316.7037, "homo_energy_ha": -0.36100, "smiles": "NC(=O)NCCO", "total_charge": 0, "elements": ["N", "C", "O", "N", "C", "C", "O", "H", "H", "H", "H", "H", "H", "H", "H"], "coordinates": [[2.351, 1.030, -0.349], [1.018, 0.794, -0.037], [0.379, 1.566, 0.651], [0.527, -0.365, -0.585], [-0.878, -0.760, -0.485], [-1.440, -0.714, 0.944], [-2.060, 0.501, 1.264], [2.740, 1.766, 0.222], [2.955, 0.227, -0.442], [1.040, -0.732, -1.369], [-0.919, -1.788, -0.860], [-1.523, -0.141, -1.121], [-0.627, -0.971, 1.646], [-2.212, -1.488, 1.039], [-1.357, 1.172, 1.179]], "atomic_forces_ev_per_a": [[-0.1, 0.1, 0.2], [0.4, -0.6, -0.5], [-0.2, 0.2, 0.1], [0.0, 0.4, 0.2], [-0.1, 0.0, 0.0], [0.1, -0.4, 0.0], [0.2, 0.2, 0.0], [0.0, -0.1, -0.1], [-0.1, 0.0, 0.0], [0.0, 0.0, 0.0], [0.0, 0.1, 0.1], [0.1, 0.0, 0.1], [-0.2, 0.1, -0.1], [0.1, 0.1, -0.1], [-0.2, -0.1, 0.0]]}

No. 2
{"formula": "C30H27AsFeN4OS2", "method": "wB97M-V/def2-TZVPD", "max_force_ev_per_a": 4.3, "energy_ev": -156453.6094, "homo_energy_ha": [-0.26591, -0.26910], "spin_multiplicity": 5, "s2": 6.01, "total_charge": 0, "elements": ["Fe", "O", "C", "C", "C", "C", "C", "C", "C", "N", "C", "C", "N", "H", "H", "H", "H", "H", "H", "H", "S", "C", "C", "C", "C", "C", "C", "As", "C", "C", "C", "C", "C", "C", "C", "C", "C", "C", "C", "C", "H", "H", "H", "H", "H", "H", "H", "H", "H", "H", "H", "H", "H", "H", "S", "C", "N", "C", "C", "N", "H", "H", "H", "H", "H", "H"], "coordinates": [[0.960, 0.929, -1.451], [2.199, -0.130, -0.331], [2.947, -1.139, -0.665], [3.849, -1.641, 0.292], [4.773, -2.686, 0.025], [4.674, -3.323, -1.251], [3.612, -2.999, -2.093], [2.752, -1.891, -1.876], [1.570, -1.727, -2.741], [0.705, -0.744, -2.719], [-0.358, -1.173, -3.473], [-0.127, -2.433, -3.977], [1.135, -2.743, -3.542], [3.880, -1.198, 1.330], [5.575, -2.874, 0.653], [5.319, -4.127, -1.525], [3.471, -3.608, -3.019], [-1.212, -0.589, -3.443], [-0.799, -3.015, -4.540], [1.605, -3.608, -3.572], [-0.579, 2.754, -1.303], [-2.218, 2.165, -1.184], [-3.169, 2.993, -1.702], [-4.558, 2.662, -1.590], [-4.911, 1.422, -1.184], [-3.884, 0.559, -0.624], [-2.540, 0.949, -0.641], [-1.136, -0.229, 0.076], [-0.787, 0.472, 1.858], [0.444, 0.195, 2.397], [0.731, 0.665, 3.674], [-0.233, 1.375, 4.386], [-1.490, 1.608, 3.922], [-1.758, 1.178, 2.627], [-1.892, -1.944, 0.512], [-2.564, -2.678, -0.491], [-2.915, -3.988, -0.242], [-2.702, -4.534, 0.971], [-2.081, -3.832, 2.007], [-1.602, -2.537, 1.720], [-2.981, 3.992, -2.129], [-5.321, 3.427, -1.871], [-5.966, 1.137, -1.031], [-4.288, -0.369, -0.229], [1.154, -0.365, 1.773], [1.665, 0.573, 4.105], [0.096, 1.798, 5.324], [-2.250, 2.233, 4.446], [-2.668, 1.430, 2.115], [-2.778, -2.224, -1.497], [-3.332, -4.569, -1.049], [-2.883, -5.595, 1.114], [-1.747, -4.343, 2.899], [-1.125, -1.977, 2.466], [3.007, 2.499, -1.998], [2.548, 3.265, -0.537], [2.284, 4.541, -0.431], [1.972, 4.962, 0.899], [1.792, 3.600, 1.663], [2.363, 2.658, 0.643], [2.294, 5.132, -1.269], [1.041, 5.565, 0.850], [2.749, 5.586, 1.374], [0.716, 3.346, 1.804], [2.326, 3.465, 2.598], [2.648, 1.695, 0.700]], "atomic_forces_ev_per_a": [[0.0, 0.0, 0.2], [-0.2, 0.5, 0.0], [-0.8, -0.8, -0.1], [1.9, -0.9, 1.2], [-2.7, 1.6, -3.0], [-0.9, 0.6, 1.1], [0.0, 0.3, -0.6], [0.9, -0.8, 0.4], [1.2, -0.4, 0.5], [0.1, -0.2, -0.3], [1.0, -1.3, 0.1], [0.0, 2.2, 0.9], [-0.3, 0.8, 0.5], [-0.2, -0.2, -1.4], [1.1, -0.6, 1.3], [0.4, -0.3, -0.1], [0.3, 0.6, 0.8], [-1.6, 0.9, -0.5], [-0.2, -0.8, -0.6], [0.2, -0.9, -0.2], [1.1, 0.0, 0.0], [1.5, 0.9, -0.8], [-3.1, 1.1, 0.0], [1.0, 1.7, -1.2], [0.4, -1.8, 2.1], [-1.4, 1.2, -1.2], [-1.9, -2.4, 1.3], [0.6, 1.1, -0.5], [-1.7, 0.6, 0.5], [0.7, -0.3, 0.0], [-1.9, 0.5, -0.9], [1.6, -0.1, 1.0], [-1.5, 0.8, -1.1], [0.8, -0.5, -1.0], [-0.9, -0.1, -1.2], [0.3, 1.1, -0.5], [-0.5, 0.9, -1.7], [0.8, -1.4, 2.2], [0.9, 0.6, -1.3], [-1.5, -1.4, 0.1], [0.5, -0.7, 0.3], [0.7, -0.8, 0.1], [0.6, 0.1, -0.3], [0.6, -0.1, 0.1], [0.0, 0.3, 0.5], [1.9, -0.4, 0.7], [-0.2, 0.0, 0.3], [0.8, -0.7, -0.3], [-0.5, 0.0, 0.1], [0.3, -0.4, 1.1], [-0.2, -0.2, 0.0], [-0.3, 0.1, 0.1], [-0.4, 0.1, 0.2], [0.8, 0.6, 1.0], [-0.4, 0.1, 0.3], [0.3, -1.5, -0.4], [0.4, 1.5, -1.3], [-0.9, 0.5, 1.3], [-0.5, -0.9, -1.4], [0.1, 1.0, -0.1], [-0.1, -0.4, 0.8], [0.4, -0.5, 0.4], [-0.1, -0.2, -0.4], [0.7, 0.2, 0.0], [0.0, 0.4, 0.1], [-0.3, -0.4, 0.5]]}

No. 3
{"formula": "CF2N2", "method": "wB97M-V/def2-TZVPD", "max_force_ev_per_a": 4.2, "energy_ev": -9450.6506, "homo_energy_ha": -0.41852, "total_charge": 0, "elements": ["C", "N", "N", "F", "F"], "coordinates": [[-1.928, -0.435, 0.602], [2.792, 0.133, -0.595], [1.713, 0.419, -0.657], [-0.711, -0.934, 0.447], [-1.865, 0.818, 0.203]], "atomic_forces_ev_per_a": [[0.5, 0.2, -0.2], [-4.0, 1.1, -0.2], [4.0, -1.0, 0.2], [-0.9, 0.7, 0.0], [0.4, -0.9, 0.2]]}